{
  "formula": "C5H11NO2",
  "method": "the ωB97M-V functional and the def2-TZVPD basis",
  "smiles": "CN[C@H](CO)CC=O",
  "lumo_energy_ha": 0.03221,
  "e_tot_ha": -402.30983,
  "fmax_ev_per_a": 0.79,
  "symbols": ["C", "N", "C", "C", "C", "O", "C", "O", "H", "H", "H", "H", "H", "H", "H", "H", "H", "H", "H"],
  "coordinates": [[-1.762217, -1.592290, -1.117951], [-0.413299, -1.118590, -1.462748], [0.231913, -0.267936, -0.446297], [-0.698418, 0.740195, 0.272884], [0.080739, 1.958552, 0.693142], [0.684969, 2.630686, -0.108655], [0.988075, -1.153451, 0.531554], [1.252833, -0.509556, 1.779356], [-1.914889, -2.571246, -1.588256], [-2.555264, -0.951874, -1.524716], [-1.836590, -1.679705, -0.036438], [-0.467545, -0.534441, -2.289000], [0.944431, 0.325347, -1.008397], [-1.110890, 0.262609, 1.168450], [-1.500910, 1.038937, -0.408180], [0.134897, 2.245904, 1.753447], [1.916286, -1.502460, 0.077441], [0.418371, -2.036771, 0.798174], [2.043363, 0.032931, 1.725642]],
  "forces_ev_per_angstrom": [[0.34, -0.28, -0.66], [-0.03, 0.65, 0.19], [-0.31, -0.04, -0.49], [0.11, -0.54, 0.57], [0.26, 0.28, -0.46], [-0.01, -0.02, 0.02], [0.30, 0.09, 0.50], [-0.03, 0.11, 0.06], [0.00, 0.05, 0.32], [0.05, 0.11, 0.40], [-0.27, -0.11, -0.03], [-0.05, -0.34, -0.14], [0.26, 0.17, -0.03], [-0.22, 0.17, -0.20], [0.09, 0.07, 0.10], [-0.24, -0.19, 0.20], [-0.01, -0.03, -0.10], [-0.31, -0.12, -0.11], [0.09, -0.03, -0.16]],
  "lowdin_charge": [-0.1222, -0.0819, -0.3517, -0.1167, -0.2647, 0.0445, -0.2011, -0.0662, 0.0746, 0.0765, 0.0759, 0.1034, 0.1336, 0.1150, 0.1258, 0.1218, 0.1238, 0.1184, 0.0913]
}